1.
ORCA calculation (ωB97M-V/def2-TZVPD) on a 2-piece molecular cluster, C6H15O3 overall.

Each line ends with the natural charge from an NBO analysis.
Atoms and positions in Å:
C (0.2114, 1.8229, 1.3131)  -0.687
C (1.5198, 0.9266, 1.7406)  -0.686
C (2.8580, 1.8353, 1.3536)  -0.169
O (3.9735, 0.8393, 1.2324)  -0.326
O (4.0816, 0.7029, -0.0835)  -0.471
H (-0.0353, 1.5442, 0.1904)  0.189
H (-0.6858, 1.4564, 1.9729)  0.177
H (0.3960, 2.9778, 1.3886)  0.136
H (1.4567, 0.8093, 2.9178)  0.106
H (2.6497, 2.3659, 0.3248)  0.176
H (3.1687, 2.5872, 2.2019)  0.134
H (4.5488, -0.1762, -0.1969)  0.440
C (-0.9780, -2.0302, -0.6133)  -0.647
C (-2.0617, -1.0010, -0.8922)  0.092
C (-3.2443, -1.6239, -1.6167)  -0.625
O (-1.5209, 0.0505, -1.6881)  -0.707
H (-0.5917, -2.4553, -1.5465)  0.180
H (-0.1280, -1.5652, -0.1026)  0.264
H (-1.3585, -2.8449, 0.0105)  0.195
H (-2.3996, -0.5576, 0.0507)  0.185
H (-2.9384, -2.0345, -2.5854)  0.188
H (-4.0110, -0.8690, -1.8217)  0.208
H (-3.6929, -2.4264, -1.0229)  0.201
H (-1.2181, -0.3340, -2.5275)  0.450

- Total charge: -1
- Molecular weight: 135.2 g/mol
- Energy above the lowest of the compared OMol25 structures with the same formula, charge and spin: 6.996 eV
- E: -463.09056 hartree
- HOMO-LUMO gap: 4.37 eV
- Lowest unoccupied orbital energy: 3.29 eV

***

2.
ORCA calculation (ωB97M-V/def2-TZVPD) on a 3-piece molecular cluster, C34H73ClN5O3S2 overall.

Each line ends with the Löwdin charge.
Atoms and positions in Å:
C (-1.9336, -3.7830, -1.1236)  -0.097
C (-0.5440, -3.5512, -0.5096)  -0.248
C (-0.6189, -3.1320, 0.9718)  -0.186
C (-0.1880, -1.6925, 1.2893)  -0.159
C (-0.7995, -0.6597, 0.3283)  -0.100
N (-0.1688, 0.6653, 0.4431)  0.110
C (1.0381, 0.9251, 0.0675)  -0.107
C (1.9416, -0.0042, -0.6601)  -0.077
C (2.0555, 0.4051, -2.1618)  -0.220
C (3.4699, 0.8199, -2.6011)  -0.583
Cl (3.9713, -0.0746, -4.0553)  0.610
C (1.4427, 2.3215, 0.4784)  -0.288
N (2.4242, 2.9369, -0.3830)  0.102
C (0.0748, 2.9813, 0.6355)  -0.004
C (-0.8571, 1.8550, 1.0886)  -0.412
C (-0.8493, 1.6202, 2.5936)  -0.100
C (-1.4498, 2.8059, 3.3777)  -0.236
C (-0.3922, 3.5549, 4.1956)  -0.469
S (0.0507, 2.5932, 5.6646)  0.940
C (1.7863, 2.6501, 5.8611)  -1.152
S (2.3425, 2.0254, 7.2591)  0.718
N (2.5980, 3.2120, 4.8255)  -0.219
C (3.0090, 4.5831, 5.2201)  -0.242
C (1.8655, 5.5397, 5.5300)  -0.082
C (3.8101, 2.3868, 4.6239)  -0.282
C (4.5544, 2.7081, 3.3329)  -0.075
O (-2.0969, 2.1401, 0.5449)  -0.046
C (-3.3059, 1.5203, 1.0119)  -0.151
C (-4.4836, 2.2390, 0.3614)  -0.310
C (-4.6418, 3.6494, 0.9408)  -0.055
C (-4.4368, 2.2135, -1.1892)  -0.361
C (-4.0216, 0.8373, -1.7321)  -0.083
C (-3.5987, 3.3384, -1.8412)  -0.060
H (-2.4238, -2.8137, -1.2804)  0.055
H (-1.8711, -4.3104, -2.0751)  0.079
H (-2.5598, -4.3439, -0.4230)  0.078
H (0.0403, -4.4715, -0.5993)  0.110
H (-0.0117, -2.8006, -1.1056)  0.086
H (0.0289, -3.7922, 1.5572)  0.116
H (-1.6322, -3.2896, 1.3556)  0.113
H (-0.5535, -1.4422, 2.2926)  0.113
H (0.9011, -1.6047, 1.3408)  0.113
H (-1.8473, -0.5426, 0.5881)  0.110
H (-0.7721, -0.9644, -0.7203)  0.126
H (2.9269, 0.0134, -0.1815)  0.139
H (1.5712, -1.0285, -0.6144)  0.101
H (1.7339, -0.4411, -2.7682)  0.094
H (1.3604, 1.2212, -2.3885)  0.113
H (4.2047, 0.6396, -1.8148)  0.072
H (3.5213, 1.8810, -2.8466)  0.063
H (1.8883, 2.1831, 1.4748)  0.154
H (2.9731, 3.6140, 0.1293)  0.094
H (1.9820, 3.4314, -1.1488)  0.097
H (0.0111, 3.9072, 1.2072)  0.140
H (-0.2714, 3.2454, -0.3752)  0.143
H (-1.3846, 0.6954, 2.8333)  0.122
H (0.1830, 1.4631, 2.9277)  0.122
H (-1.9132, 3.5135, 2.6788)  0.114
H (-2.2420, 2.4547, 4.0445)  0.111
H (0.5285, 3.7281, 3.6256)  0.064
H (-0.7723, 4.5270, 4.5183)  0.080
H (3.5973, 4.9974, 4.3963)  0.107
H (3.6823, 4.5127, 6.0889)  0.120
H (1.2609, 5.7450, 4.6447)  0.066
H (1.2377, 5.1832, 6.3490)  0.071
H (2.2969, 6.4935, 5.8487)  0.087
H (3.5039, 1.3374, 4.6203)  0.111
H (4.4926, 2.5123, 5.4750)  0.099
H (4.7355, 3.7760, 3.1962)  0.065
H (4.0496, 2.3160, 2.4462)  0.048
H (5.5356, 2.2247, 3.3742)  0.084
H (-3.3838, 1.6009, 2.1018)  0.124
H (-3.3365, 0.4659, 0.7389)  0.101
H (-5.3666, 1.6662, 0.6734)  0.150
H (-5.4561, 4.1869, 0.4507)  0.091
H (-4.8488, 3.6029, 2.0157)  0.084
H (-3.7326, 4.2453, 0.8123)  0.070
H (-5.4762, 2.3543, -1.5109)  0.136
H (-4.1442, 0.8228, -2.8189)  0.088
H (-4.6601, 0.0402, -1.3351)  0.051
H (-2.9688, 0.6232, -1.5180)  0.064
H (-4.2238, 4.0545, -2.3782)  0.080
H (-2.9855, 3.8834, -1.1213)  0.054
H (-2.9007, 2.9078, -2.5686)  0.074
C (6.5666, -4.9960, -4.5026)  -0.068
C (6.3009, -3.4947, -4.5231)  -0.437
C (7.5197, -2.6459, -4.9047)  -0.209
O (8.4870, -2.5107, -3.8830)  -0.189
C (9.4164, -3.5727, -3.7778)  -0.104
N (5.7217, -3.0882, -3.2392)  0.034
H (7.1142, -5.2922, -3.6076)  0.065
H (5.6239, -5.5420, -4.5002)  0.075
H (7.1410, -5.3104, -5.3756)  0.080
H (5.5467, -3.3037, -5.2939)  0.133
H (7.1746, -1.6290, -5.1106)  0.118
H (7.9888, -3.0267, -5.8215)  0.121
H (9.6632, -3.9816, -4.7622)  0.091
H (9.0480, -4.3794, -3.1395)  0.075
H (10.3230, -3.1676, -3.3303)  0.088
H (5.4332, -2.1164, -3.3017)  -0.006
H (6.4685, -3.0997, -2.5497)  0.069
C (-7.9341, -2.6295, -1.7673)  -0.064
C (-6.5665, -2.9828, -2.3416)  -0.423
C (-6.1905, -4.4638, -2.2124)  -0.205
O (-5.7960, -4.8566, -0.9111)  -0.200
C (-6.8539, -5.1434, -0.0136)  -0.102
N (-5.5533, -2.1084, -1.7390)  0.038
H (-7.9122, -2.5825, -0.6784)  0.064
H (-8.2481, -1.6503, -2.1271)  0.077
H (-8.6892, -3.3591, -2.0633)  0.082
H (-6.5936, -2.7639, -3.4133)  0.138
H (-5.3181, -4.6514, -2.8440)  0.121
H (-7.0021, -5.1074, -2.5742)  0.123
H (-7.7014, -5.5993, -0.5329)  0.093
H (-7.1970, -4.2513, 0.5155)  0.075
H (-6.4727, -5.8513, 0.7214)  0.088
H (-4.6644, -2.2573, -2.2084)  0.064
H (-5.4013, -2.4404, -0.7896)  0.074

- Total charge: +1
- Molecular weight: 699.6 g/mol
- E: -3095.07444 hartree
- HOMO-LUMO gap: 7.57 eV
- Lowest unoccupied orbital energy: -3.04 eV

***

3.
ORCA calculation (ωB97M-V/def2-TZVPD) on one molecule with the formula C4H13N3.

Each line ends with the natural charge from an NBO analysis.
Atoms and positions in Å:
N (0.1693, -2.8242, -1.0091)  -0.834
C (-1.0848, -2.1932, -0.6289)  -0.218
C (-1.0934, -0.6743, -0.6316)  -0.233
N (-0.0985, -0.1338, 0.2950)  -0.637
C (-0.3643, 1.2336, 0.7323)  -0.225
C (0.8610, 1.8778, 1.3658)  -0.226
N (1.9171, 2.2996, 0.4525)  -0.833
H (0.9738, -2.4101, -0.5526)  0.351
H (0.3207, -2.7654, -2.0087)  0.350
H (-1.3668, -2.5661, 0.3568)  0.190
H (-1.8476, -2.5596, -1.3217)  0.188
H (-0.9524, -0.3141, -1.6642)  0.160
H (-2.0718, -0.3478, -0.2858)  0.193
H (0.8098, -0.2028, -0.1513)  0.340
H (-1.1779, 1.2108, 1.4664)  0.189
H (-0.7056, 1.8463, -0.1083)  0.157
H (1.2906, 1.1890, 2.0893)  0.197
H (0.5222, 2.7790, 1.8839)  0.193
H (2.2876, 1.5333, -0.0948)  0.346
H (1.6109, 3.0220, -0.1850)  0.354

- Molecular weight: 103.2 g/mol
- Energy above the lowest of the compared OMol25 structures with the same formula, charge and spin: 0.654 eV
- E: -324.45091 hartree
- HOMO-LUMO gap: 9.87 eV
- Lowest unoccupied orbital energy: 1.01 eV